Formula: C52H42O12S
Source: the OMol25 dataset
Level of theory: ωB97M-V/def2-TZVPD

Structure (XYZ):
```
107
Properties=species:S:1:pos:R:3:forces:R:3:lowdin_charge:R:1
H -1.5837 5.2313 -1.0933 -0.915 -0.681 1.446 0.14
C -0.2907 -6.2685 -1.5482 0.083 0.304 -0.157 -0.08
H 0.5232 1.9303 1.1795 -1.666 -0.369 -0.203 0.11
C -0.9789 -7.3406 -0.7938 -0.852 0.210 0.315 -0.28
O 2.7539 -7.9842 -2.4055 -0.298 0.028 0.145 0.10
C 6.6284 6.8360 4.2897 -0.220 0.845 -0.434 -0.28
H -2.4307 1.8333 -0.0937 1.432 1.065 0.310 0.12
H -6.2521 -4.9051 -3.3213 0.152 0.142 -0.101 0.12
O 1.4389 3.9924 3.0185 -4.751 0.082 -2.018 -0.28
H -5.2208 3.7517 -1.8877 1.603 -0.221 0.752 0.09
H -4.3459 -1.1242 -9.1740 0.020 -0.018 0.113 0.11
H -5.7258 -5.0571 -0.9131 0.080 0.052 -0.078 0.11
C -0.9237 -5.0387 -1.7294 0.113 0.208 -0.121 0.02
C -5.1014 -3.2923 -5.1509 -0.682 -0.641 -0.385 -0.28
C -5.4806 -4.2705 -2.8972 0.008 -0.070 0.233 0.01
C -3.1083 -1.5429 -3.9835 0.589 0.483 0.373 -0.28
C -2.3257 3.7067 2.2312 -1.096 0.597 1.288 -0.11
H -0.7614 -3.0541 -2.5389 0.046 -0.072 0.014 0.09
C 10.3496 6.3484 4.0035 -0.207 -0.003 0.031 -0.06
C -3.7868 4.9644 -0.6819 -0.478 -0.173 -0.469 -0.37
C 3.2723 4.8160 5.9788 0.221 0.015 -0.028 -0.06
H -0.3855 0.2311 -0.9976 -0.045 -0.419 1.609 0.13
H 2.5895 -10.2633 -1.3932 -0.131 0.194 0.002 0.12
H -5.4458 -2.8461 -7.7873 0.070 0.019 0.223 0.12
C 9.0781 6.8949 3.8720 0.248 -0.040 0.001 0.00
C -3.4667 -1.4237 -5.4147 -0.019 0.145 -0.349 -0.08
O -5.9168 -4.0496 -5.6479 0.228 0.232 0.130 0.11
O -2.2496 -0.8242 -3.4971 -0.136 -0.157 -0.084 0.08
C -2.8521 -0.4484 -6.2012 -0.006 0.078 -0.247 0.00
C -0.8620 -1.1828 0.7617 2.372 -2.075 -0.163 -0.41
H -5.2399 6.3277 0.3303 0.492 -1.498 0.399 0.08
H -0.7270 -11.6219 0.9609 0.038 0.088 -0.064 0.11
H -4.5552 5.0973 1.5156 -0.484 -0.008 -1.471 0.06
H 11.2078 6.8703 3.5927 -0.096 -0.046 0.040 0.11
C 9.4225 4.4614 5.1853 0.251 0.065 -0.070 0.00
H -5.8396 4.6049 0.2163 1.549 0.866 0.564 0.09
C 5.4714 6.1364 4.8918 -0.304 -0.088 0.129 -0.09
H -4.2846 2.6997 -0.7193 0.412 1.326 -1.009 0.08
H -2.7371 -2.0155 -1.3557 -0.125 -0.003 -0.166 0.10
H 2.4149 4.2997 6.3980 0.090 0.043 -0.065 0.11
C -4.7914 -3.3661 -3.7053 -0.009 -0.085 0.358 -0.08
C 1.6135 -10.0813 -0.9549 -0.050 -0.205 0.126 0.00
S 0.0536 4.4611 2.6306 1.519 2.915 2.454 0.80
H 4.6480 3.2494 6.4900 0.155 0.142 -0.087 0.12
C -0.8934 -9.6292 0.1748 0.057 -0.249 0.076 0.00
C -0.2816 -8.6296 -0.5830 0.093 -0.368 0.136 -0.08
H 11.5169 4.7141 4.7771 -0.110 0.030 -0.009 0.11
C -3.1730 -0.3379 -7.5499 -0.010 -0.092 0.199 -0.06
H 2.1333 6.5369 5.3681 0.095 -0.071 -0.057 0.11
H 2.6470 -5.5908 -3.1215 -0.146 -0.149 0.100 0.12
O -2.2426 -1.0912 1.0675 2.324 -0.261 0.586 0.03
O -0.3539 4.3146 1.0142 1.041 0.342 2.261 -0.24
H -3.9523 -3.6267 0.0650 0.007 0.001 -0.114 0.11
H -2.8319 4.6460 2.6743 0.498 -1.343 -1.408 0.13
H -2.6977 0.4247 -8.1584 -0.039 -0.082 0.074 0.11
C 1.0188 -4.2105 -2.8948 -0.017 -0.212 0.068 -0.05
H -3.4887 3.3626 -2.3272 -0.853 0.204 1.649 0.09
H 4.0779 7.7040 4.3916 0.175 -0.143 0.005 0.12
H 1.5338 -3.4054 -3.4088 -0.049 -0.087 0.048 0.11
H 9.5643 3.5153 5.6978 -0.200 0.112 -0.059 0.12
C 8.1438 5.0040 5.0504 0.391 0.123 -0.094 -0.08
H -1.0886 1.2026 1.8815 1.271 0.501 -1.324 0.12
O 6.4768 7.8998 3.7132 0.086 -0.275 0.149 0.10
C 1.6456 -5.4408 -2.7311 -0.038 0.240 -0.076 0.00
H -2.9796 2.7992 2.4517 0.747 1.227 -0.858 0.15
C -4.4108 -2.2799 -5.9818 0.115 0.215 -0.295 -0.08
C 1.6580 -7.7865 -1.9091 0.893 -0.098 -0.412 -0.28
C 5.6347 4.8897 5.4968 -0.318 0.055 0.019 -0.09
C 10.5228 5.1354 4.6665 -0.223 -0.030 0.036 -0.06
H -1.8685 -9.4591 0.6198 0.126 0.133 -0.147 0.12
H 8.9499 7.8424 3.3587 -0.159 -0.134 0.110 0.12
C -4.7199 -2.1757 -7.3386 0.064 0.147 -0.172 0.01
H -3.9224 5.7980 -1.4717 0.351 -1.318 1.224 0.14
C 0.9786 -8.8520 -1.1377 -0.086 -0.334 0.175 -0.08
C -0.2517 -10.8480 0.3669 -0.021 0.207 -0.090 -0.06
C 6.9768 4.2720 5.5936 -0.003 -0.842 0.415 -0.28
O -0.1650 -2.2118 0.9792 -3.231 3.699 -0.425 0.04
C -0.2692 -4.0123 -2.4024 -0.039 -0.206 0.088 -0.04
C -0.4943 1.4779 0.9304 -0.541 -0.642 -0.373 -0.15
C 0.9983 -11.0764 -0.2041 0.003 0.192 -0.083 -0.06
H -2.3620 -1.6566 1.8715 0.024 0.242 -1.031 0.13
C 0.9897 -6.4747 -2.0627 -0.079 0.336 -0.057 -0.08
H 1.4954 -12.0303 -0.0597 -0.043 0.105 -0.021 0.11
C -4.1721 3.5965 -1.4252 -0.572 0.323 -0.706 -0.11
O 7.1202 3.1812 6.1187 0.010 0.271 -0.132 0.10
O -2.0995 -7.1622 -0.3470 0.257 -0.057 -0.096 0.10
C -0.1666 0.0992 0.1209 0.113 0.468 0.377 -0.07
H 0.9667 -0.0812 0.1969 -1.886 -0.025 -0.072 0.13
C -4.1900 -3.5515 -0.9912 -0.016 0.127 -0.150 -0.06
O -1.2341 3.5177 3.2138 2.083 0.965 -2.340 -0.25
C 7.9735 6.2280 4.4040 0.391 -0.069 -0.030 -0.08
C -3.5060 -2.6443 -1.7922 -0.111 -0.086 0.176 -0.02
C -1.7425 3.8631 0.7175 1.311 -0.678 1.013 -0.35
C -4.1013 -1.2062 -8.1199 -0.026 -0.091 0.186 -0.06
H -1.0389 2.5908 -1.0036 -0.410 -0.149 1.680 0.14
H -2.1478 6.0260 0.4524 -0.237 -1.540 -0.871 0.14
C 3.1132 6.0715 5.3966 0.182 0.026 -0.033 -0.05
H -1.9243 -4.8768 -1.3434 0.159 -0.182 0.008 0.10
C 4.5296 4.2253 6.0303 -0.244 0.057 0.033 0.00
C -4.9018 5.2375 0.4418 -0.365 0.656 -0.528 -0.08
O -0.1541 5.8752 3.1306 -0.205 -4.068 -2.038 -0.31
C -5.1837 -4.3580 -1.5414 0.035 0.085 -0.183 -0.04
C -3.8134 -2.5417 -3.1487 -0.081 -0.182 0.249 -0.08
C 4.2089 6.7285 4.8485 -0.242 -0.057 0.081 0.01
C -1.4509 2.4266 0.0606 -0.691 -0.338 -0.586 -0.12
C -2.2709 5.0682 -0.1835 -0.706 0.282 0.277 -0.09
H -2.1257 0.2294 -5.7644 -0.105 -0.185 0.085 0.12
```
Positions in Å, forces in eV/Å.

The value obtained for the orbital gap is 8.205 eV. Its total energy is -90009.066 eV. For the highest occupied orbital energy, the calculation gives -9.449 eV. The value obtained for the LUMO energy is -0.0457 hartree.

Formula: C52H43BrN6OPTl
Source: the OMol25 dataset
Level of theory: ωB97M-V/def2-TZVPD

Structure (XYZ):
```
105
Properties=species:S:1:pos:R:3:forces:R:3:lowdin_charge:R:1
C 5.7762 1.8066 -1.4805 -0.039 0.007 0.057 -0.02
H -1.6929 0.2017 4.6860 0.059 -0.041 0.055 0.12
H 6.7098 2.2181 -1.8466 -0.003 -0.004 0.015 0.12
C 3.6557 -0.9719 -3.7840 -0.149 -0.009 0.181 -0.03
N -0.4494 2.5982 2.7423 0.117 -0.097 -0.263 0.12
C 1.8289 -1.9909 1.7697 -0.129 -0.010 -0.004 -0.13
C 0.9715 2.0008 -4.2393 -0.006 -0.171 0.101 -0.38
C 5.2651 2.1797 -0.2713 0.135 0.053 -0.037 -0.06
C 2.0201 6.4534 -3.8618 -0.042 -0.019 -0.022 -0.08
H 2.9212 2.8962 -4.3821 -0.005 0.029 -0.042 0.11
Tl 0.0941 0.4079 -0.1199 -0.118 -0.247 0.115 0.76
C 1.7191 0.5500 -6.5055 0.060 0.023 -0.023 -0.09
H -3.3267 1.3916 2.8613 -0.002 0.025 0.030 0.13
H -2.2217 2.3105 5.5695 -0.029 0.002 -0.032 0.11
H 5.2294 -0.7741 -5.2342 -0.004 -0.006 0.009 0.11
C -1.0026 4.7612 3.5917 -0.007 0.078 0.016 -0.07
C 2.5867 1.4828 -5.9568 -0.015 0.003 -0.021 -0.09
H -0.1867 -0.4184 -6.3256 -0.013 0.018 0.022 0.11
C -1.0759 -4.5980 -3.6101 -0.083 -0.165 -0.151 -0.71
C 1.2522 5.3018 -3.7954 0.051 0.040 0.039 -0.08
N 1.8929 -1.1009 -2.1179 -0.471 0.043 0.284 0.09
H -2.8269 -3.2657 -1.0495 0.016 0.002 0.002 0.11
C 3.0089 6.6894 -2.9130 0.006 0.015 -0.004 -0.09
H -3.0794 -4.9046 -2.8810 -0.005 0.006 0.013 0.10
H -0.8465 0.8557 -4.3185 0.002 -0.031 -0.037 0.11
H 3.0525 -3.7373 2.0065 -0.002 0.027 0.010 0.10
H 6.5231 0.8500 -3.8921 -0.020 0.011 -0.002 0.11
C 4.8715 -0.4569 -4.2622 0.128 0.066 -0.023 -0.08
C 5.5850 0.4460 -3.5307 0.002 -0.063 -0.095 -0.05
H -2.2140 -1.9012 3.4611 -0.029 -0.128 -0.035 0.13
H -6.9142 -0.3631 -0.2473 0.010 -0.026 -0.009 0.11
C -0.8112 -2.6908 -1.5164 0.002 -0.352 -0.319 -0.39
H -0.1620 0.1398 3.7777 0.021 -0.053 0.034 0.12
H 1.8500 7.1687 -4.6572 -0.009 0.004 0.026 0.10
N -3.2106 0.6078 0.1282 0.377 0.042 -0.042 0.11
C 0.2611 -2.9311 -2.4558 -0.347 -0.127 0.326 -0.12
P 0.5414 2.7794 -2.6398 0.153 0.361 -0.343 1.04
H 2.6431 3.8784 -1.0588 -0.004 0.023 -0.021 0.08
C -2.1529 -4.3608 -2.7488 0.107 0.008 -0.007 -0.14
H 0.4801 5.1272 -4.5337 -0.007 -0.005 -0.026 0.10
C -3.0591 4.1417 -4.2087 -0.011 0.014 -0.026 -0.08
H -5.5520 0.2717 -2.2522 0.014 -0.015 0.018 0.10
C 3.1323 -0.6195 -2.5539 0.285 -0.004 -0.303 -0.21
C -3.7554 4.4290 -3.0421 0.006 -0.015 0.040 -0.09
H 2.0095 -0.0089 -7.3868 -0.018 0.008 0.005 0.10
C 0.4841 0.3250 -5.9126 -0.030 -0.036 -0.007 -0.08
C -2.0104 -3.4522 -1.7379 0.017 0.134 0.006 -0.02
H 4.0031 5.9472 -1.1640 -0.012 -0.013 -0.012 0.10
C 0.1132 1.0445 -4.7875 0.085 -0.013 0.066 -0.11
N 0.6442 -1.3958 1.9074 -0.211 -0.006 0.223 0.03
H 3.5564 1.6539 -6.4082 -0.003 -0.012 0.024 0.10
C 1.0289 -4.0220 2.6967 -0.051 -0.048 -0.015 -0.06
H 2.3150 -2.8946 -2.9955 -0.069 0.005 -0.035 0.12
H 3.6022 1.8810 1.0940 0.047 0.028 -0.016 0.11
C -1.7151 2.7983 4.7459 -0.017 -0.021 0.005 -0.03
H 0.9200 -4.1114 -4.1302 0.011 -0.033 0.037 0.10
H -3.1587 0.8808 -1.9023 -0.057 -0.003 -0.003 0.10
C 1.5517 -2.2796 -2.4977 0.275 0.163 -0.023 -0.10
H -3.5182 4.3355 -5.1704 0.015 -0.029 -0.002 0.10
H -2.1372 4.7940 5.4183 0.002 0.003 -0.010 0.11
C 5.0873 0.8660 -2.2777 -0.168 -0.014 0.062 -0.16
C -0.3994 3.9240 2.6647 -0.026 -0.129 0.046 -0.13
H -3.7169 4.3851 -0.8967 0.023 -0.020 0.000 0.11
C 2.0736 -3.2996 2.1469 0.069 0.070 -0.065 -0.06
C 2.4651 4.6095 -1.8411 -0.026 -0.032 -0.037 -0.10
H 0.1513 4.3277 1.8197 -0.034 0.026 0.039 0.11
H -1.2494 3.3840 -5.0668 0.018 0.021 0.024 0.10
C 2.2236 2.1928 -4.8210 -0.065 0.028 -0.036 -0.09
C -1.8878 3.6551 -1.7487 0.018 -0.064 -0.035 -0.12
C -3.2526 0.3474 2.5497 0.140 0.091 -0.090 -0.14
O -0.7504 -1.9306 -0.5028 0.246 0.508 -0.010 -0.25
N -1.8463 -0.0328 2.5811 0.177 0.149 0.013 -0.15
C -1.7754 3.6172 -4.1484 -0.052 0.008 -0.045 -0.10
C -3.7908 0.5932 -1.0667 -0.003 -0.005 0.014 -0.13
H 3.0969 -1.6500 -4.4148 -0.017 0.084 -0.051 0.11
C -3.1706 4.1782 -1.8088 -0.036 0.054 -0.008 -0.09
C -5.1201 0.2531 -1.2604 -0.020 0.000 -0.039 -0.06
C -1.1807 0.5254 3.7647 -0.106 -0.082 -0.169 -0.13
H 2.6015 -1.3814 1.3213 0.138 0.048 -0.065 0.10
C -0.2046 -3.4137 2.8327 0.002 -0.066 0.090 -0.02
H 3.6014 7.5947 -2.9638 0.002 -0.022 -0.003 0.10
C -1.7472 -1.4836 2.5516 0.026 0.022 -0.080 -0.14
C -1.1097 2.0354 3.7519 -0.114 0.028 -0.043 -0.28
C -5.8684 -0.1008 -0.1494 0.013 0.022 0.018 -0.07
H -2.3176 -1.8395 1.6884 -0.016 0.029 -0.008 0.13
H -1.0388 -3.9566 3.2597 -0.015 0.036 -0.010 0.11
C 1.4700 4.3669 -2.7846 0.016 -0.159 0.135 -0.37
C -1.1724 3.3801 -2.9158 0.057 -0.070 0.177 -0.38
H -5.8154 -0.3893 1.9805 0.031 -0.020 -0.001 0.11
C 0.0988 -3.9209 -3.4479 0.044 0.133 0.008 -0.11
C -0.3681 -2.0952 2.4214 0.171 0.119 0.113 -0.27
H -4.7552 4.8418 -3.0946 0.007 -0.016 -0.004 0.10
C -3.9178 0.2508 1.1931 -0.062 -0.022 -0.006 -0.27
C -5.2578 -0.1121 1.0942 -0.021 -0.044 0.016 -0.03
C 3.2322 5.7674 -1.9036 0.029 0.011 0.033 -0.09
C 3.8615 0.3465 -1.7782 0.146 0.044 -0.034 -0.16
H -1.4315 3.4383 -0.7877 -0.048 0.011 0.014 0.08
H 1.1730 -5.0465 3.0171 -0.013 0.011 -0.027 0.11
C 4.0465 1.6090 0.1394 -0.142 -0.135 -0.092 -0.16
Br -1.2616 -5.8714 -5.0189 0.016 0.053 0.069 0.67
H 5.7785 2.8890 0.3647 -0.028 0.003 -0.007 0.10
N 3.3785 0.7398 -0.5756 -0.378 -0.128 0.265 0.09
H -3.8382 -0.2488 3.2686 -0.033 0.042 0.075 0.12
H -0.9491 5.8360 3.4772 0.014 -0.025 0.008 0.10
C -1.6640 4.1814 4.6615 0.033 -0.040 -0.001 -0.07
```
Positions in Å, forces in eV/Å.

The value obtained for the orbital gap is 6.779 eV. Its total energy is -149636.029 eV. For the highest occupied orbital energy, the calculation gives -6.558 eV. The value obtained for the LUMO energy is 0.0081 hartree.